A structure of composition C21H37CsN3O5Si3. Source: the Open Molecules 2025 dataset; level of theory: ωB97M-V/def2-TZVPD.

Summary:
ΔE to the lowest compared entry with this formula, charge and spin in eV: 0.498
HOMO-LUMO gap in eV: 5.8
Strongest force on any atom in hartree/bohr: 0.05168
HOMO energy in eV: -3.8

Structure (ORCA input):
```
! RIJCOSX wB97M-V def2-TZVPD def2/J DEFGRID3
* xyz -1 1
Cs -2.6394 0.6431 -0.7615
O -5.6666 1.8466 4.1098
C -5.0142 1.5381 2.9243
O -3.8476 1.5727 2.7795
C -5.9754 1.0435 1.8942
C -7.2704 0.7235 2.2174
C -8.1405 0.2635 1.2290
C -7.5898 0.1400 -0.0463
C -6.2314 0.3654 -0.2382
N -5.4205 0.8176 0.7156
C -5.7779 0.1553 -1.7383
O -4.7087 -0.5185 -1.8273
O -6.4932 0.5499 -2.6376
H -4.9303 2.0479 4.6877
H -7.6486 1.0338 3.1905
H -9.1888 0.1074 1.4793
H -8.1526 -0.2208 -0.8866
C -0.0761 1.9164 3.3237
O 0.3253 1.5523 2.0218
Si 1.9906 1.4464 1.6596
C 2.4307 3.2386 1.0607
C 2.9354 1.3875 3.2438
C 2.0733 0.0531 0.4806
Si 3.4915 0.1759 -0.6773
C 3.1815 1.4810 -2.0115
C 3.8143 -1.4271 -1.6306
C 5.2366 0.5475 -0.0255
Si 1.6832 -1.5925 1.0717
C 0.4633 -1.6930 2.5793
C 0.7700 -2.6825 -0.1224
C 3.2649 -2.4773 1.6172
H 0.3223 1.3322 4.1331
H -1.1543 1.7817 3.3960
H 0.1864 2.9912 3.5090
H 2.4505 3.8970 1.9632
H 1.6579 3.5873 0.3571
H 3.4193 3.3538 0.5207
H 2.8161 2.2263 3.9228
H 3.9441 1.4292 2.8524
H 2.7678 0.4770 3.8260
H 2.2924 1.1702 -2.6009
H 3.9849 1.5214 -2.7977
H 2.9657 2.4759 -1.6140
H 2.9059 -1.8286 -2.0490
H 4.3052 -2.2512 -1.1019
H 4.4690 -1.2277 -2.5306
H 5.5010 1.6092 0.2036
H 5.9443 0.0821 -0.7043
H 5.2958 0.0760 0.9561
H -0.5763 -1.4195 2.2611
H 0.7635 -1.0930 3.4340
H 0.4284 -2.7438 2.8708
H -0.0945 -2.1751 -0.5989
H 0.3811 -3.5182 0.4772
H 1.3909 -3.1277 -0.9033
H 3.7336 -2.0262 2.5399
H 3.9853 -2.4670 0.8075
H 3.1392 -3.4954 1.8599
C 1.7925 -2.2747 -4.6847
N 0.6896 -1.3619 -4.4642
C -0.2737 -1.0620 -5.4342
C -1.0736 -0.1146 -4.8256
N -0.5950 0.1921 -3.5684
C 0.4417 -0.6002 -3.3878
H 2.6831 -1.8474 -5.1983
H 1.3848 -3.1072 -5.2479
H 2.0538 -2.7369 -3.7282
H -0.3267 -1.4662 -6.4303
H -1.9407 0.3910 -5.1981
H 1.0498 -0.6842 -2.5046
*
```

Atom charges from the Löwdin analysis, given in e for atoms 1 to 6: 1.015, 0.081, -0.455, 0.138, -0.219, -0.019



A cluster of 3 separate species, C21H37NO8 in total. Source: the Open Molecules 2025 dataset; level of theory: ωB97M-V/def2-TZVPD.

Summary:
HOMO-LUMO gap in eV: 8.8
Strongest force on any atom in hartree/bohr: 0.04657
HOMO energy in eV: -9.2

Structure (ORCA input):
```
! RIJCOSX wB97M-V def2-TZVPD def2/J DEFGRID3
* xyz 0 1
N 9.2274 0.1383 -1.4620
C 8.9549 0.9073 -2.6832
C 7.6300 0.4434 -3.3982
C 6.5245 1.4895 -3.3854
C 5.8572 1.7637 -4.4789
C 4.7514 2.7896 -4.3369
O 4.5548 3.6336 -5.1401
C 3.9494 2.6717 -3.0493
C 2.4464 2.8574 -3.1064
C 1.6954 2.3652 -1.8546
C 0.2825 1.8310 -2.1526
C 0.3433 0.3660 -2.6486
O 0.4192 0.2576 -4.0896
C -0.8276 0.3278 -4.6504
O -1.5754 -0.5710 -4.6506
C 4.6281 2.4179 -1.9575
C 6.1215 2.2252 -2.1103
O 6.9158 2.6341 -1.3350
H 8.5380 0.3577 -0.7484
H 9.1636 -0.8554 -1.6572
H 9.7921 0.6934 -3.3605
H 8.9484 1.9720 -2.4494
H 7.8365 0.1938 -4.4443
H 7.2774 -0.4335 -2.8396
H 6.0511 1.2778 -5.4312
H 2.1692 3.8823 -3.3798
H 2.1070 2.2256 -3.9459
H 2.2301 1.5740 -1.3134
H 1.6331 3.2068 -1.1469
H -0.3020 2.4532 -2.8411
H -0.2606 1.7858 -1.2008
H -0.5309 -0.1930 -2.2865
H 1.2203 -0.1478 -2.2415
H -1.1020 1.2791 -5.1429
H 4.1429 2.3249 -0.9903
C -2.8637 -1.3161 2.5914
O -1.9048 -0.6005 3.3549
C -0.5715 -0.8390 2.9284
C -0.0400 0.3144 2.1024
O -0.7182 0.4177 0.8558
C -1.6785 1.4613 0.8372
H -3.8527 -0.9384 2.8478
H -2.7067 -1.1809 1.5181
H -2.8201 -2.3808 2.8402
H -0.5030 -1.7783 2.3709
H 0.0409 -0.9365 3.8304
H 1.0157 0.1288 1.8790
H -0.1062 1.2524 2.6613
H -1.1758 2.4343 0.8074
H -2.3389 1.4150 1.7060
H -2.2799 1.3484 -0.0648
C -8.7035 -4.2703 5.1724
O -8.6519 -2.8587 5.0509
C -7.4239 -2.3100 5.5094
C -6.5143 -1.9443 4.3543
O -6.0624 -3.1046 3.6657
C -6.7529 -3.3118 2.4443
H -9.5807 -4.6217 4.6307
H -7.8158 -4.7441 4.7464
H -8.8025 -4.5555 6.2249
H -6.9207 -2.9993 6.1945
H -7.6689 -1.3998 6.0659
H -5.6269 -1.4411 4.7523
H -7.0147 -1.2526 3.6699
H -6.4375 -2.5713 1.7015
H -7.8356 -3.2562 2.5805
H -6.4973 -4.3057 2.0793
*
```

Atom charges from the Löwdin analysis, given in e for atoms 1 to 6: -0.020, -0.259, -0.111, -0.152, 0.053, -0.341



A structure of composition C21H38BeBr2Cl2F2IKLiN5O16S2. Source: the Open Molecules 2025 dataset; level of theory: ωB97M-V/def2-TZVPD.

Summary:
HOMO-LUMO gap in eV: 1.2
Strongest force on any atom in hartree/bohr: 0.13627
HOMO energy in eV: -7.9

Structure (ORCA input):
```
! RIJCOSX wB97M-V def2-TZVPD def2/J DEFGRID3
* xyz 0 1
C -1.3411 -2.6459 2.0221
N -0.2126 -3.0999 1.1922
C -0.0939 -2.3547 -0.0520
C 1.0010 -3.2720 1.8645
O 1.9610 -3.7476 1.2756
C 1.1723 -2.9506 3.3404
C 2.0788 -1.7648 3.6902
C 3.3302 -1.5087 2.8408
C 3.1483 -0.8418 1.4513
C 4.0450 0.3917 1.3560
I 3.6576 1.3973 -0.5527
O 2.7055 -2.2928 4.9078
C 3.0633 -1.2597 5.7015
O 4.0605 -1.1301 6.3371
O 1.9939 -0.4078 5.6514
C 1.3938 -0.5024 4.3532
C 1.6711 0.8959 3.8057
C 0.9448 1.3343 2.5207
O -0.0947 0.5035 2.0539
O -0.0007 -0.6452 4.6510
C -0.2998 -0.9634 5.8856
N -0.6124 -1.5679 6.8311
H -2.0736 -2.1969 1.3549
H -1.0995 -1.8945 2.7713
H -1.8566 -3.4847 2.4827
H 0.6945 -2.7835 -0.6594
H -1.0088 -2.5181 -0.6187
H 0.0292 -1.2778 0.0878
H 0.2338 -2.9000 3.8769
H 1.6891 -3.8055 3.7654
H 3.7567 -2.4926 2.6764
H 4.0724 -0.9292 3.3908
H 2.1230 -0.6498 1.1477
H 3.5272 -1.5396 0.7066
H 3.7821 1.1430 2.0894
H 5.0970 0.1411 1.3321
H 2.7514 0.9937 3.7292
H 1.3659 1.5696 4.6004
H 0.4843 2.2989 2.7162
H 1.6359 1.5130 1.6817
H 0.1874 -0.4108 1.9650
C -3.2690 0.4687 10.0534
O -4.2781 0.2152 10.6712
N -2.6268 1.7124 10.1836
N -2.6555 -0.3752 9.2014
H -1.7992 1.9695 9.6665
H -3.0485 2.3894 10.7994
H -3.0703 -1.2786 9.0625
H -1.8147 -0.1490 8.6935
Be -0.8298 1.3575 11.5698
C -2.0662 2.5524 -5.5521
O -0.6816 2.2506 -5.6109
C -0.0758 2.2167 -4.3649
C 0.1309 0.7962 -3.8771
O -1.0983 0.1560 -3.6041
C -1.4998 -0.7348 -4.6349
H -2.4969 2.3378 -6.5283
H -2.5819 1.9529 -4.8014
H -2.2050 3.6163 -5.3314
H -0.6543 2.8019 -3.6315
H 0.9044 2.6993 -4.4841
H 0.6872 0.8264 -2.9397
H 0.7205 0.2184 -4.5942
H -0.8947 -1.6474 -4.6020
H -1.4118 -0.2731 -5.6201
H -2.5417 -0.9964 -4.4601
C 1.0764 -7.4994 0.3959
O 2.2019 -7.6264 -0.1162
O 0.5550 -6.1966 0.3291
O 0.3379 -8.3649 0.9296
H 1.3244 -5.8049 -0.1158
Cl 2.2457 -0.2517 -1.8989
Cl -1.4442 1.2737 5.7921
Li -0.1346 -8.7633 -1.1809
Br -5.2891 2.2855 -4.5037
C -6.5573 3.1677 -5.6889
C -5.9004 3.6101 -6.9687
Br -4.8270 5.2094 -6.7047
H -6.9907 3.9899 -5.1298
H -7.3249 2.4239 -5.8909
H -6.6515 3.8865 -7.7051
H -5.2438 2.8553 -7.3888
N 1.5815 3.3792 -8.8610
S 2.7610 3.5925 -9.9096
O 3.9851 2.9326 -9.5923
O 2.8373 4.8853 -10.5024
F 2.1674 2.6954 -11.0796
S 1.8266 4.0761 -7.4843
O 0.9251 3.5911 -6.4760
O 2.0862 5.4795 -7.4979
F 3.2235 3.4577 -6.9895
K 1.4221 2.2891 -1.2501
*
```

Atom charges from the Löwdin analysis, given in e for atoms 1 to 6: -0.039, -0.114, -0.067, -0.413, 0.081, 0.025



A structure of composition C21H38NO3P2Ti. Source: the Open Molecules 2025 dataset; level of theory: ωB97M-V/def2-TZVPD.

Summary:
ΔE to the lowest compared entry with this formula, charge and spin in eV: 1.431
HOMO-LUMO gap (alpha / beta) in eV: 5.0 / 4.9
Strongest force on any atom in hartree/bohr: 0.07433
HOMO energy (alpha / beta) in eV: -4.8 / -4.7

Structure (ORCA input):
```
! RIJCOSX wB97M-V def2-TZVPD def2/J DEFGRID3
* xyz 0 2
C 4.0127 -0.3926 -1.2543
C 2.7732 0.1387 -0.8475
N 1.8479 -0.7165 -0.2450
C 2.2361 -1.9519 0.1513
C 3.5138 -2.4272 -0.0932
C 4.4053 -1.6427 -0.8337
C 2.4855 1.5016 -0.9944
P 0.9620 2.1706 -0.4018
Ti 0.0159 0.0656 0.4408
P -0.4319 -2.6601 0.3337
C 1.2429 -2.7660 0.9712
C -2.0154 0.7390 -0.0025
C -2.2551 1.9387 0.6826
C -3.5633 2.4196 0.8134
C -4.6411 1.6778 0.3141
C -4.4011 0.4513 -0.3170
C -3.0921 -0.0231 -0.4663
O 1.1497 0.4658 -4.3476
O -0.9228 -0.3105 -2.4572
H 4.6379 0.2600 -1.8567
H 3.7887 -3.4036 0.3127
H 5.4036 -2.0150 -1.0491
C 1.6308 3.3674 0.8291
C 0.1234 3.2510 -1.6186
H 1.5053 -3.8293 0.9177
H 1.2777 -2.4876 2.0393
H 1.3903 1.3872 -4.5949
H 3.1866 2.1080 -1.5755
C -1.7112 -2.8157 1.5524
C -0.6064 -3.8723 -0.9782
H -1.4417 2.5163 1.1404
H -3.7468 3.3626 1.3367
H -5.6660 2.0406 0.4358
H -5.2359 -0.1497 -0.6830
H -2.9452 -1.0221 -0.8854
H -0.5850 -0.2509 -1.3567
H -1.7059 0.2946 -2.5304
H -0.1663 -0.0607 -3.0279
H 1.6885 -0.0723 -4.9606
H -0.5843 -1.4274 -0.5029
H 2.2850 4.0763 0.2918
H 0.8240 3.9014 1.3586
H 2.2399 2.7987 1.5495
H 0.8188 4.0189 -1.9901
H -0.2793 2.6784 -2.4681
H -0.7201 3.7432 -1.1108
H -0.5090 -4.8833 -0.5474
H -1.6014 -3.7557 -1.4409
H 0.1740 -3.7137 -1.7410
H -1.9533 -3.8848 1.6334
H -1.3734 -2.4476 2.5299
H -2.6258 -2.2760 1.2654
C -1.6107 0.3221 3.9587
C -0.1272 0.3859 3.6258
C 0.4172 1.7694 3.9525
C 0.6526 -0.6774 4.3824
O 0.0388 0.1309 2.2167
H -1.7821 0.5403 5.0218
H -2.0168 -0.6719 3.7422
H -2.1742 1.0493 3.3616
H 0.3276 1.9749 5.0287
H 1.4751 1.8471 3.6779
H -0.1344 2.5508 3.4152
H 0.2726 -1.6790 4.1492
H 1.7096 -0.6423 4.0959
H 0.5802 -0.5231 5.4672
*
```

Atom charges from the Löwdin analysis, given in e for atoms 1 to 6: -0.061, -0.376, -0.035, -0.336, -0.082, -0.088



A structure of composition C21H38NOSi2Tl. Source: the Open Molecules 2025 dataset; level of theory: ωB97M-V/def2-TZVPD.

Summary:
HOMO-LUMO gap in eV: 7.8
Strongest force on any atom in hartree/bohr: 0.00836
HOMO energy in eV: -7.4

Structure (ORCA input):
```
! RIJCOSX wB97M-V def2-TZVPD def2/J DEFGRID3
* xyz 0 1
Tl 0.4889 -0.2336 -0.3936
C 2.6005 1.5252 0.4313
C 3.7793 1.0804 0.9879
C 4.4895 0.3260 0.0045
C 3.7459 0.2887 -1.1527
C 2.5269 1.0135 -0.9286
H 1.8959 2.2092 0.8811
H 4.1191 1.2820 1.9944
H 5.4598 -0.1306 0.1461
H 4.0283 -0.1798 -2.0843
H 1.9872 1.5160 -1.7264
C 2.7150 -2.5964 0.7056
N 1.5798 -1.9767 1.3998
C 1.9615 -1.6504 2.7714
C 0.4695 -2.9154 1.4110
C -0.0291 -3.2370 0.0242
C -0.4623 -4.5288 -0.2568
C -0.9912 -4.8472 -1.5009
C -1.0862 -3.8689 -2.4782
C -0.6521 -2.5743 -2.2048
C -0.1140 -2.2524 -0.9645
H 2.9899 -3.5412 1.1981
H 3.5579 -1.9184 0.7172
H 2.4548 -2.8074 -0.3302
H 2.2886 -2.5506 3.3094
H 1.1128 -1.2170 3.3004
H 2.7739 -0.9269 2.7563
H -0.3454 -2.4545 1.9707
H 0.7587 -3.8411 1.9305
H -0.3934 -5.2937 0.5098
H -1.3295 -5.8557 -1.7016
H -1.4945 -4.1089 -3.4521
H -0.7355 -1.8205 -2.9757
O -1.8197 -1.0333 1.2217
H -2.3971 -0.2630 1.2379
H -2.2063 -1.6624 0.6024
C -3.4714 1.2842 -1.5718
Si -1.7112 1.8208 -1.8861
C -1.0484 0.7525 -3.2990
C -1.7115 3.5898 -2.4819
C -0.6207 1.6954 -0.3930
Si -1.0778 2.2550 1.3167
C -0.2633 1.2298 2.6817
C -2.9270 2.2249 1.6442
C -0.4863 4.0126 1.5521
H -4.0407 1.3338 -2.5048
H -3.9734 1.9282 -0.8493
H -3.5260 0.2531 -1.2081
H -0.9149 1.3357 -4.2135
H -1.7344 -0.0661 -3.5277
H -0.0744 0.3112 -3.0689
H -2.3138 3.7088 -3.3873
H -0.6943 3.9189 -2.7116
H -2.1140 4.2655 -1.7215
H 0.2709 2.2858 -0.6484
H -1.0020 0.6808 3.2719
H 0.2874 1.8808 3.3659
H 0.4472 0.4984 2.2948
H -3.4161 1.2868 1.3643
H -3.4309 3.0240 1.0946
H -3.1082 2.3878 2.7098
H 0.6065 4.0530 1.5606
H -0.8407 4.4226 2.5028
H -0.8378 4.6705 0.7524
*
```

Atom charges from the Löwdin analysis, given in e for atoms 1 to 6: 1.087, -0.196, -0.141, -0.153, -0.154, -0.292



A cluster of 5 separate species, C21H39BrClFN3O7S2 in total. Source: the Open Molecules 2025 dataset; level of theory: ωB97M-V/def2-TZVPD.

Summary:
HOMO-LUMO gap in eV: 5.9
Strongest force on any atom in hartree/bohr: 0.07547
HOMO energy in eV: -11.5

Structure (ORCA input):
```
! RIJCOSX wB97M-V def2-TZVPD def2/J DEFGRID3
* xyz 1 1
O 1.7481 5.1566 -0.6215
S 0.6549 5.2739 -1.5652
O 0.9057 6.1296 -2.6990
F -0.6852 5.8701 -0.8228
C 0.2563 3.5699 -2.0957
C 0.3519 3.0856 -3.4912
C -0.0141 1.6888 -3.7735
N -0.4095 0.7972 -2.7685
Br -0.8327 -0.9314 -3.3405
C -0.4789 1.1842 -1.4278
C -0.8720 0.1995 -0.2945
C 0.4339 0.0481 0.6502
S 1.3977 -1.4890 0.3304
C 2.8786 -0.8934 -0.5372
N 3.9660 -0.2213 -0.0997
N 4.7408 -0.0379 -1.2079
C 4.1133 -0.6034 -2.2949
O 2.8988 -1.1669 -1.8991
C -0.1657 2.5940 -1.0606
Cl -0.2858 3.1711 0.6299
H 0.6985 3.7798 -4.3021
H 0.0488 1.3355 -4.8376
H -1.1255 -0.8352 -0.6435
H -1.7605 0.5564 0.3112
H 1.1525 0.9094 0.5077
H 0.0764 0.1450 1.7176
H 4.4537 -0.6674 -3.3539
C -5.4754 3.1815 -1.8251
C -4.3247 3.2688 -0.8360
C -3.3827 4.4118 -1.1787
O -3.5975 2.0343 -0.8422
H -5.1049 2.9961 -2.8384
H -6.1364 2.3497 -1.5723
H -6.0607 4.1028 -1.8316
H -4.7182 3.4081 0.1731
H -2.9399 4.2679 -2.1710
H -2.5565 4.4541 -0.4654
H -3.9033 5.3711 -1.1662
H -3.2483 1.9052 -1.7329
C -4.0514 -1.1334 4.1936
C -3.1093 -0.0515 3.6906
C -3.6195 1.3353 4.0477
O -2.9746 -0.1582 2.2694
H -5.0413 -1.0299 3.7385
H -3.6796 -2.1232 3.9215
H -4.1606 -1.0879 5.2788
H -2.1160 -0.2000 4.1213
H -4.5947 1.5217 3.5876
H -2.9393 2.1034 3.6714
H -3.7161 1.4541 5.1286
H -3.8478 -0.0292 1.8767
C 7.2508 -3.2415 0.8102
C 8.2877 -2.9695 -0.2689
C 9.1548 -1.7723 0.0874
O 7.6289 -2.7273 -1.5111
H 6.5797 -2.3848 0.9297
H 6.6283 -4.0967 0.5368
H 7.7260 -3.4485 1.7716
H 8.9172 -3.8518 -0.4041
H 8.5476 -0.8667 0.1827
H 9.8871 -1.5816 -0.7002
H 9.6869 -1.9354 1.0271
H 7.0596 -1.9521 -1.4135
C -2.3592 -5.3432 0.1419
C -1.6234 -4.1386 0.7056
C -2.4442 -3.4254 1.7645
O -1.3290 -3.2245 -0.3564
H -3.2966 -5.0391 -0.3344
H -1.7583 -5.8349 -0.6263
H -2.5860 -6.0689 0.9252
H -0.6718 -4.4594 1.1352
H -3.3822 -3.0531 1.3407
H -1.9043 -2.5575 2.1486
H -2.6788 -4.0890 2.5997
H -2.1681 -2.9396 -0.7412
*
```

Atom charges from the Löwdin analysis, given in e for atoms 1 to 6: -0.251, 0.707, -0.238, -0.181, -0.185, 0.046